Entry 1:
Computed, not measured: a structure of composition C36H38AsBNO4ReS6, with ωB97M-V with the def2-TZVPD basis set.

Calculated values
**Orbital gap**: 5.713 eV
**LUMO level**: -7.10 eV
**Total charge**: +2
**Total energy**: -176273.4497 eV

Geometry (Å):
Re1 -0.43310 -0.93208 -0.61721
S1 3.16868 -3.36038 -1.57741
As1 2.23739 -1.80637 -2.46030
S2 1.60022 -0.27356 -0.74926
S3 -0.10658 -2.13478 -2.34861
S4 2.69271 -0.76175 -4.12902
O1 -1.05982 2.57073 2.65551
B1 -0.18928 2.11950 1.70894
O2 1.05920 1.81044 2.15368
C1 0.98575 2.11317 3.52176
C2 1.98121 2.02884 4.46293
C3 1.62209 2.40250 5.75698
C4 0.33418 2.83456 6.06398
C5 -0.65983 2.92800 5.09075
C6 -0.28636 2.55772 3.82237
H1 2.97794 1.69629 4.21486
H2 2.36567 2.36108 6.53987
H3 0.10053 3.11088 7.08188
H4 -1.65677 3.27549 5.31640
C7 1.00690 -2.03669 4.69015
C8 -0.31185 -2.38940 4.43090
C9 -0.77923 -2.42798 3.12820
C10 0.07899 -2.08224 2.08881
C11 1.38847 -1.71438 2.33246
C12 1.85285 -1.71111 3.64228
N1 -0.44665 -2.21435 0.72858
C13 -1.04158 -3.52040 0.45476
C14 -2.40858 -3.68737 0.34313
C15 -2.91135 -4.95403 0.06236
C16 -2.04355 -6.02048 -0.10895
C17 -0.67086 -5.83327 0.01445
C18 -0.15817 -4.58073 0.30822
H5 1.37676 -2.03706 5.70593
H6 -0.97304 -2.65945 5.24281
H7 -1.79216 -2.74223 2.91881
H8 2.06281 -1.48237 1.52354
H9 2.88962 -1.47303 3.83425
H10 -3.07978 -2.85499 0.50720
H11 -3.97943 -5.10586 -0.00865
H12 -2.43485 -7.00385 -0.32837
H13 0.00567 -6.66576 -0.11942
H14 0.90782 -4.41881 0.40070
O3 -0.59819 1.92979 0.36457
S5 -0.66564 3.05899 -0.80151
C19 -0.92121 4.57520 0.02400
C20 -2.01498 5.29263 -0.44847
C21 -2.27024 6.55000 0.08316
C22 -1.45100 7.05526 1.07709
C23 -0.36106 6.32419 1.54887
C24 -0.08146 5.08176 1.01986
C25 0.92523 3.06412 -1.50510
C26 0.92273 2.86881 -2.88173
C27 2.13740 2.85511 -3.55497
C28 3.31410 3.02285 -2.84885
C29 3.30227 3.19564 -1.46386
C30 2.10749 3.22089 -0.77577
H15 -2.65228 4.88433 -1.22145
H16 -3.10741 7.12817 -0.28036
H17 -1.65682 8.03042 1.49697
H18 0.27510 6.73514 2.31959
H19 0.77565 4.53151 1.38545
H20 -0.00403 2.71036 -3.41746
H21 2.15761 2.69058 -4.62202
H22 4.25937 3.00596 -3.37343
H23 4.23384 3.30380 -0.92608
H24 2.10875 3.32099 0.29899
C31 -2.93433 0.23015 -4.69498
C32 -4.11146 0.12766 -3.73278
C33 -3.95393 -0.96325 -2.67198
S6 -2.96437 -0.53107 -1.24638
O4 -1.72504 0.31244 -1.74503
C34 -4.00704 0.61140 -0.33851
C35 -4.70420 -0.06572 0.83929
C36 -3.74459 -0.42501 1.96735
H25 -3.12887 1.00868 -5.43061
H26 -2.79836 -0.70526 -5.23814
H27 -2.00023 0.46152 -4.18728
H28 -5.00933 -0.14483 -4.29123
H29 -4.32707 1.09235 -3.26676
H30 -3.49507 -1.86257 -3.08678
H31 -4.90192 -1.25225 -2.20770
H32 -4.71049 1.03433 -1.05578
H33 -3.32132 1.38943 0.00440
H34 -5.26062 -0.94214 0.49561
H35 -5.45202 0.64275 1.19765
H36 -2.84944 -0.94016 1.60793
H37 -4.22268 -1.08332 2.69010
H38 -3.41821 0.47128 2.49725

Force components x, y, z for each atom (eV/Å):
0.065 -0.021 -0.685
0.178 -0.345 0.282
0.251 -0.075 -0.193
0.086 0.460 0.123
-0.039 -0.358 -0.257
0.008 0.220 -0.337
0.112 -0.158 0.129
-0.288 -0.011 -0.380
-0.008 0.140 0.119
0.147 -0.067 -0.113
-0.062 -0.007 0.100
-0.004 -0.004 -0.039
-0.011 -0.002 -0.043
0.126 -0.016 0.056
-0.189 0.083 -0.026
0.033 -0.025 -0.014
0.007 -0.010 0.022
-0.007 0.016 0.024
-0.037 0.004 0.005
-0.013 -0.003 -0.005
-0.020 -0.015 -0.004
0.099 0.144 0.152
-0.301 -0.057 -0.330
0.076 -0.091 0.124
-0.031 0.046 -0.032
-0.138 -0.258 0.714
0.289 0.220 0.074
-0.061 -0.135 0.013
0.048 0.048 0.018
0.003 -0.010 -0.003
0.019 0.018 0.002
-0.133 -0.106 -0.082
0.004 0.012 0.018
-0.001 -0.005 0.017
-0.012 -0.035 -0.014
0.026 -0.009 -0.080
0.028 0.035 0.012
0.000 0.008 -0.001
-0.027 -0.006 -0.013
-0.006 -0.015 -0.013
-0.001 -0.030 0.017
0.023 0.029 -0.012
0.014 0.028 0.264
-0.166 -0.193 -0.057
0.196 0.133 0.118
-0.033 0.075 0.097
-0.019 -0.068 -0.039
0.042 0.030 0.071
-0.053 0.001 -0.037
-0.023 0.015 -0.044
0.184 0.045 0.118
0.115 -0.074 -0.051
-0.125 -0.013 0.004
0.066 0.008 0.065
0.001 -0.004 -0.045
-0.021 -0.017 -0.110
0.000 -0.022 -0.036
-0.023 0.000 -0.003
0.005 0.019 -0.015
0.003 0.000 0.029
0.005 0.000 -0.028
-0.041 0.015 -0.002
0.000 0.010 -0.025
0.015 -0.019 -0.009
0.005 0.008 0.007
-0.020 -0.006 0.018
0.014 -0.019 -0.028
-0.066 -0.043 0.044
0.055 -0.032 -0.148
0.233 0.291 -0.080
-0.475 -0.022 0.605
-0.150 0.194 -0.066
0.043 -0.066 -0.036
0.019 0.057 0.043
0.009 0.002 -0.020
0.002 -0.023 -0.003
0.004 0.015 0.025
-0.017 0.067 0.006
0.015 0.003 0.010
0.022 -0.026 0.040
-0.036 -0.024 -0.024
0.009 0.099 0.033
0.006 -0.011 -0.026
0.012 -0.009 -0.017
-0.057 -0.057 0.009
-0.021 -0.002 -0.028
-0.026 0.014 0.037
0.034 0.013 -0.010

***

Entry 2:
Computed, not measured: a cluster of 6 separate species, C36H38F6N in total, with ωB97M-V with the def2-TZVPD basis set.

Calculated values
**Orbital gap**: 8.249 eV
**LUMO level**: -2.71 eV
**Total charge**: +1
**Total energy**: -55737.0642 eV

Geometry (Å):
F1 -1.32559 2.35172 1.13570
C1 -0.12868 2.98411 0.81436
C2 -0.36872 4.13946 -0.18971
N1 -1.81162 4.37118 -0.53127
C3 -2.74672 4.74369 0.61098
C4 -4.06793 4.03972 0.35098
C5 -3.71843 2.83132 -0.52784
C6 -2.47827 3.23274 -1.31686
H1 0.52946 2.23791 0.36938
H2 0.31398 3.34541 1.74374
H3 0.12722 3.91003 -1.13163
H4 0.02681 5.08486 0.18533
H5 -1.77703 5.18061 -1.14343
H6 -2.84178 5.83045 0.58167
H7 -2.27481 4.46520 1.54887
H8 -4.74104 4.72156 -0.17356
H9 -4.53909 3.74201 1.28716
H10 -4.54431 2.58617 -1.19553
H11 -3.49345 1.94962 0.06728
H12 -1.75379 2.42367 -1.41185
H13 -2.69974 3.61838 -2.31423
F2 -5.33327 0.25213 0.27942
C7 -4.82993 -0.81784 0.94519
C8 -4.07230 -0.59342 2.07550
C9 -3.55950 -1.69408 2.74909
C10 -3.81329 -2.97880 2.29063
C11 -4.58550 -3.16695 1.15230
C12 -5.10305 -2.07966 0.46199
H14 -3.89819 0.41668 2.42166
H15 -2.96684 -1.54379 3.64156
H16 -3.41739 -3.83188 2.82404
H17 -4.79383 -4.16813 0.79777
H18 -5.71219 -2.19987 -0.42361
F3 1.52507 2.35187 -1.93972
C13 1.12511 1.22188 -2.60550
C14 1.42386 -0.00218 -2.05047
C15 1.00001 -1.13820 -2.72867
C16 0.30139 -1.02553 -3.92256
C17 0.01633 0.22667 -4.44797
C18 0.43324 1.37565 -3.78779
H19 1.98373 -0.06613 -1.12604
H20 1.22765 -2.11119 -2.31533
H21 -0.02766 -1.91425 -4.44237
H22 -0.52715 0.31308 -5.37916
H23 0.24659 2.36372 -4.18790
F4 2.80942 -3.13661 -0.78720
C19 3.77755 -2.38066 -0.21486
C20 4.80940 -1.92240 -1.00782
C21 5.79490 -1.14643 -0.41305
C22 5.73442 -0.84687 0.94111
C23 4.67978 -1.32126 1.70930
C24 3.68282 -2.09645 1.13193
H24 4.83759 -2.17825 -2.05811
H25 6.61753 -0.78140 -1.01349
H26 6.51076 -0.24914 1.39899
H27 4.62946 -1.09598 2.76651
H28 2.85488 -2.48468 1.70935
F5 3.70691 -0.34907 5.04405
C25 4.55478 0.58562 5.53731
C26 5.65354 0.16605 6.25768
C27 6.51806 1.13126 6.75428
C28 6.27573 2.47905 6.52757
C29 5.16050 2.86685 5.79850
C30 4.28460 1.91605 5.29310
H29 5.81852 -0.88954 6.42353
H30 7.38574 0.82446 7.32273
H31 6.95350 3.22466 6.91952
H32 4.96711 3.91670 5.62213
H33 3.40843 2.19076 4.72213
F6 -2.71787 -1.93451 -4.48514
C31 -2.77502 -3.28729 -4.55357
C32 -2.68954 -4.00742 -3.38032
C33 -2.73472 -5.39270 -3.45874
C34 -2.86297 -6.02495 -4.68752
C35 -2.94182 -5.26878 -5.84857
C36 -2.89554 -3.88253 -5.79173
H34 -2.57986 -3.48974 -2.43777
H35 -2.66474 -5.98047 -2.55241
H36 -2.89729 -7.10428 -4.74073
H37 -3.03875 -5.75791 -6.80847
H38 -2.95718 -3.27171 -6.68181

Force components x, y, z for each atom (eV/Å):
0.013 0.042 -0.058
0.037 0.050 -0.055
-0.005 -0.176 0.114
-0.192 -0.263 -0.031
0.271 0.531 0.247
0.116 -0.037 -0.207
-0.034 -0.035 -0.045
0.191 -0.067 -0.089
-0.031 0.074 0.018
-0.065 0.029 -0.089
0.007 0.056 0.037
-0.054 -0.091 0.055
-0.121 -0.025 -0.126
0.021 -0.080 0.142
-0.014 -0.115 -0.098
-0.022 -0.119 0.049
-0.013 0.050 -0.090
0.109 -0.077 0.045
-0.095 0.086 0.027
-0.070 0.090 -0.035
-0.003 0.010 0.144
-0.007 0.048 0.007
-0.029 0.019 -0.025
0.028 -0.030 -0.003
0.004 0.006 0.018
-0.010 0.017 -0.005
0.000 -0.038 -0.030
0.006 -0.037 0.017
-0.006 0.006 0.000
0.005 -0.001 0.001
0.001 -0.002 -0.001
0.007 0.012 0.004
0.011 0.006 0.005
-0.003 -0.026 -0.037
0.003 0.125 0.104
-0.006 -0.020 -0.001
0.014 -0.038 0.004
-0.025 -0.008 0.025
0.010 0.013 -0.014
-0.023 -0.037 -0.015
0.012 0.003 -0.008
-0.001 -0.003 -0.019
0.007 -0.005 0.004
-0.006 -0.006 0.000
0.012 0.001 0.005
0.006 0.000 0.026
-0.065 -0.006 -0.047
0.016 0.010 0.014
0.015 0.003 -0.014
-0.017 0.007 -0.001
-0.003 0.013 0.034
0.012 0.009 0.006
-0.007 -0.002 -0.001
0.003 0.001 0.000
0.003 0.004 0.002
-0.004 0.007 0.000
0.002 -0.012 -0.003
0.003 0.030 -0.004
-0.028 -0.061 -0.034
0.006 0.005 0.006
0.018 -0.001 0.009
-0.013 -0.013 -0.007
-0.004 0.017 0.000
0.024 0.015 0.003
-0.004 -0.003 -0.005
0.001 0.002 0.003
0.003 0.003 0.001
0.004 0.005 0.000
-0.008 -0.008 0.004
-0.056 0.009 -0.021
0.068 0.076 0.010
0.026 -0.045 -0.014
0.002 -0.025 0.037
0.006 0.022 0.001
-0.001 -0.002 -0.020
-0.035 -0.026 0.002
-0.019 0.019 0.032
-0.005 0.012 -0.010
-0.002 -0.003 0.000
-0.002 -0.003 -0.004
0.003 0.005 0.002